(1)
DFT (wB97M-V/def2-TZVPD) results for a molecular structure, C15H19Cl9O12 in a non-equilibrium geometry.

Results
- HOMO-LUMO gap: 0.3175 Eh
- Energy relative to the best compared isomer or geometry (same formula, charge and spin): 24.2769 eV
- LUMO level: -0.347 eV
- HOMO: -0.330 Eh

Last column: natural (NBO) charge in e.
Geometry (Å):
Cl -0.862 1.462 0.361  0.10
Cl 0.377 -1.120 0.275  0.23
Cl -1.604 0.404 -2.379  0.07
Cl -3.417 1.447 -0.284  -0.01
Cl 1.590 1.290 -1.092  0.02
Cl 1.710 0.907 1.872  -0.03
Cl -3.692 2.317 -3.131  -0.02
Cl 2.827 3.508 1.006  0.02
Cl 4.564 1.122 1.206  0.00
O 3.456 2.824 -3.094  -0.48
O 5.638 2.442 -3.051  -0.57
O 4.220 0.770 -3.364  -0.49
O -5.139 -0.090 3.073  -0.58
O -3.681 1.388 2.540  -0.48
O -0.220 -1.100 3.590  -0.57
O -3.745 -2.303 -0.140  -0.47
O 2.065 -1.004 3.277  -0.46
O 0.843 -2.050 1.806  -0.52
O -3.134 -0.706 2.183  -0.52
O -4.146 -0.974 -2.025  -0.58
O -2.070 -1.259 -1.066  -0.55
C -2.644 -2.654 0.627  -0.12
C 0.054 0.427 -0.644  -0.24
C 2.144 -1.979 1.227  -0.15
C -1.996 0.037 1.846  -0.23
C 2.816 0.617 -3.389  -0.12
C 0.806 -1.371 2.966  1.00
C -3.225 0.973 -2.012  -0.27
C -4.066 0.147 2.598  0.97
C 2.295 2.043 -3.376  -0.14
C -3.371 -1.437 -1.173  1.04
C -1.492 -2.320 -0.338  -0.16
C -2.266 1.458 2.316  -0.11
C 4.539 2.053 -3.160  0.96
C 2.993 -1.424 2.383  -0.14
C 2.935 1.749 0.838  -0.23
H 2.491 -2.979 0.968  0.22
H 1.833 2.349 -4.315  0.19
H -2.616 -3.711 0.892  0.20
H 2.718 1.595 -0.219  0.16
H 2.592 0.076 -4.308  0.20
H 3.785 -2.081 2.742  0.21
H -1.790 1.651 3.277  0.22
H 2.436 0.120 -2.496  0.17
H -1.141 -0.393 2.368  0.24
H 1.569 2.099 -2.565  0.19
H 2.189 -1.353 0.335  0.23
H 3.465 -0.489 2.082  0.22
H -0.504 0.187 -1.549  0.15
H -2.064 2.128 1.480  0.19
H -1.835 0.024 0.768  0.21
H -0.658 -1.797 0.129  0.12
H -2.563 -2.030 1.518  0.23
H -3.795 0.095 -2.316  0.28
H -1.217 -3.088 -1.062  0.17



(2)
DFT (wB97M-V/def2-TZVPD) results for 2 unconnected molecules or ions with the total composition C15H19F10N4OP in a non-equilibrium geometry.

Results
- HOMO-LUMO gap: 0.3323 Eh
- LUMO level: -0.810 eV
- HOMO: -0.362 Eh

Last column: natural (NBO) charge in e.
Geometry (Å):
P 3.408 4.108 -3.241  2.59
F 2.092 2.629 0.096  -0.28
F 0.176 1.880 1.851  -0.33
F 4.725 4.205 -4.214  -0.58
F 0.516 3.314 -1.336  -0.26
F 2.668 4.831 -4.523  -0.59
F 2.330 2.848 -3.552  -0.62
F 4.247 5.084 -2.210  -0.59
F 4.219 2.862 -2.503  -0.60
F 2.124 4.725 -2.375  -0.61
F 0.116 4.041 1.359  -0.29
O 0.476 -3.039 0.125  -0.51
N 0.117 -0.705 -1.858  -0.48
N 1.385 0.135 -0.277  -0.31
N -0.860 1.310 -2.625  -0.75
N 0.667 1.160 -0.810  -0.24
C -0.163 -2.299 1.114  0.34
C 1.492 -2.343 -0.557  -0.11
C -2.274 -2.531 -0.265  -0.26
C 0.806 2.525 -0.299  0.78
C -0.031 -1.124 3.237  0.02
C 0.575 -1.889 2.229  -0.32
C 0.750 -0.660 4.436  -0.64
C -2.104 -1.237 1.960  -0.14
C -3.438 -1.650 -0.712  -0.60
C -0.126 2.805 0.890  0.51
C -1.385 -0.809 3.074  -0.24
C 1.015 -0.973 -0.923  0.45
C -0.085 0.621 -1.807  0.61
C -1.522 -1.999 0.932  -0.10
C -2.742 -3.959 0.043  -0.59
H 2.003 0.276 0.506  0.47
H -1.898 -4.600 0.302  0.22
H 0.144 -0.722 5.341  0.23
H -3.412 -3.954 0.908  0.20
H -1.565 -2.581 -1.093  0.23
H 1.615 -2.181 2.323  0.22
H -4.036 -1.280 0.120  0.20
H -1.887 -0.223 3.835  0.22
H -3.152 -0.971 1.898  0.21
H -3.268 -4.390 -0.808  0.21
H 1.691 -2.876 -1.488  0.24
H -4.112 -2.219 -1.355  0.22
H -1.213 0.821 -3.428  0.43
H -3.092 -0.790 -1.287  0.20
H -0.922 2.311 -2.591  0.44
H 1.639 -1.270 4.589  0.22
H 1.057 0.381 4.322  0.23
H 2.412 -2.299 0.032  0.20
H -1.179 2.704 0.618  0.16



(3)
DFT (wB97M-V/def2-TZVPD) results for a molecular structure, C15H19Ge2SbScSe5 in a non-equilibrium geometry.

Results
- 2S+1: 2
- HOMO-LUMO gap (alpha / beta): 0.1477 / 0.1501 Eh
- ⟨S²⟩: 0.756
- Charge: -2
- Energy relative to the best compared isomer or geometry (same formula, charge and spin): 8.4439 eV
- LUMO level (alpha / beta): 4.005 / 4.000 eV
- HOMO (alpha / beta): 0.000 / -0.003 Eh

Last column: Mulliken spin population.
Geometry (Å):
Sb -0.560 -4.307 1.915  0.04
Se -1.092 -2.322 -1.876  0.02
Se -2.633 -3.609 1.338  0.09
Se 1.426 -3.951 0.929  0.06
Se -0.739 -6.677 2.535  0.01
Se -0.049 -3.450 4.157  0.03
Ge -0.270 -0.389 -1.084  0.06
Ge -1.289 0.108 0.884  0.00
Sc -0.542 -2.228 0.644  0.63
C 3.479 -1.277 0.625  0.01
C -0.817 3.386 -3.486  0.00
C 0.681 1.732 -2.645  0.02
C 0.479 2.972 -3.215  0.00
C -1.911 2.584 -3.198  0.00
C 2.398 -1.438 -0.250  0.01
C -0.405 0.968 -2.336  0.02
C -3.110 -0.730 1.221  0.00
C 1.572 -0.347 -0.523  0.00
C 3.757 -0.021 1.143  0.00
C 1.813 0.884 0.072  0.01
C -0.004 -0.605 2.205  0.00
C -1.420 2.013 0.942  0.01
C -1.688 1.368 -2.592  0.01
C 2.937 1.066 0.854  0.00
H -1.436 2.346 -0.096  0.00
H -3.849 0.078 1.171  0.00
H 1.075 1.676 -0.096  0.00
H -3.368 -1.588 0.481  0.00
H -0.980 4.360 -3.931  0.00
H 0.574 0.205 2.658  0.00
H -0.543 2.446 1.403  0.00
H -2.302 2.371 1.451  0.00
H 2.189 -2.460 -0.730  -0.02
H 0.715 -1.261 1.703  -0.01
H 4.080 -2.148 0.900  -0.01
H -2.915 2.924 -3.416  0.00
H -2.466 0.668 -2.287  0.00
H 1.317 3.626 -3.425  0.00
H 1.649 1.313 -2.393  0.00
H -3.135 -1.236 2.236  0.00
H -0.381 -1.212 3.043  0.00
H 3.155 2.042 1.272  0.00
H 4.608 0.120 1.797  0.00



(4)
DFT (wB97M-V/def2-TZVPD) results for C15H19IN4O9S2 in the gas phase in a non-equilibrium geometry.

Results
- HOMO-LUMO gap: 0.3251 Eh
- SMILES: NS(=O)(=O)c1ccc(-n2nnc(CS(=O)(=O)[C@@H]3O[C@H](CO)[C@@H](O)[C@H](O)[C@H]3O)c2I)cc1
- LUMO level: -0.787 eV
- HOMO: -0.354 Eh

Last column: natural (NBO) charge in e.
Geometry (Å):
I 3.656 1.685 -0.597  0.23
S -0.630 1.218 0.705  2.09
S 7.566 -3.786 -2.097  2.18
O 8.870 -3.074 -1.852  -0.90
O -0.542 4.164 1.460  -0.74
O -0.288 1.852 -0.633  -0.93
O -3.286 1.749 1.104  -0.50
O 7.360 -3.883 -3.540  -0.95
O -0.997 -0.176 0.646  -0.91
O -5.276 4.737 2.145  -0.75
O -2.911 5.856 1.547  -0.71
O -6.796 2.495 1.598  -0.75
N 2.168 -1.873 1.567  -0.01
N 7.594 -5.407 -1.563  -1.03
N 1.663 -0.963 2.323  -0.21
N 2.837 -1.300 0.600  -0.24
C 5.968 -3.067 0.123  -0.18
C -2.974 4.511 1.866  0.05
C 0.796 1.365 1.756  -0.70
C -4.337 2.398 1.707  0.06
C 6.112 -3.049 -1.231  -0.29
C -1.887 3.718 1.122  0.06
C -2.004 2.228 1.528  -0.12
C 3.822 -1.985 -0.118  0.18
C -4.272 3.897 1.430  0.05
C -5.657 1.631 1.262  -0.07
C 5.118 -2.462 -2.028  -0.15
C 2.579 0.063 0.510  0.04
C 3.850 -2.079 -1.522  -0.21
C 4.901 -2.526 0.688  -0.20
C 1.727 0.178 1.541  -0.01
H -2.777 4.391 2.912  0.17
H 4.889 -2.563 1.774  0.24
H -4.454 4.102 0.340  0.18
H -6.124 4.377 1.791  0.50
H 3.022 -1.748 -2.133  0.25
H 6.792 -5.858 -2.050  0.40
H -3.832 6.141 1.660  0.50
H 8.466 -5.762 -1.985  0.41
H -2.104 3.773 -0.060  0.21
H -4.320 2.411 2.756  0.17
H -5.616 1.561 0.144  0.18
H -7.538 1.923 1.485  0.48
H 6.757 -3.507 0.610  0.23
H 0.355 1.154 2.800  0.26
H -0.529 5.149 1.490  0.50
H 1.271 2.366 1.620  0.29
H -1.918 2.157 2.683  0.21
H 5.164 -2.356 -3.120  0.25
H -5.779 0.632 1.695  0.19



(5)
DFT (wB97M-V/def2-TZVPD) results for a molecular structure, C15H19N2O6PdS4 in a non-equilibrium geometry.

Results
- HOMO-LUMO gap (alpha / beta): 0.2590 / 0.2589 Eh
- Charge: +3
- Energy relative to the best compared isomer or geometry (same formula, charge and spin): 4.1957 eV
- LUMO level (alpha / beta): -11.970 / -11.971 eV
- HOMO (alpha / beta): -0.699 / -0.699 Eh

Last column: natural (NBO) charge in e.
Geometry (Å):
Pd -0.318 -0.075 0.537  0.45
S 1.883 -0.065 1.618  0.39
S -0.071 -2.467 0.058  0.48
S -0.984 2.283 0.889  0.42
S -2.049 -0.083 -1.143  0.45
O -1.319 1.141 9.493  -0.27
O 0.011 1.211 3.368  -0.41
O 0.204 1.908 8.135  -0.34
O -1.348 -0.427 2.607  -0.59
O -4.759 -2.316 5.661  -0.34
O -4.688 -1.884 7.796  -0.27
N -4.311 -1.794 6.661  0.52
N -0.791 1.279 8.425  0.52
C 1.923 -1.888 1.905  -0.54
C -2.629 -1.809 -0.816  -0.54
C -2.544 -0.251 7.522  -0.10
C -1.533 0.085 4.919  -0.29
C -0.440 2.417 2.634  -0.24
C -2.639 -0.771 5.158  -0.10
C -1.055 0.169 3.600  0.84
C -3.188 1.149 -0.386  -0.55
C -1.460 0.578 7.263  0.11
C 0.624 -2.671 1.755  -0.54
C -3.114 -0.901 6.431  0.10
C 1.401 0.713 3.206  -0.24
C -2.756 1.736 0.952  -0.52
C -0.954 0.778 6.008  -0.12
C -1.903 -2.554 0.298  -0.53
H -2.873 1.009 1.747  0.24
H 0.419 3.085 2.601  0.28
H -0.134 -2.393 2.480  0.24
H -2.464 -2.298 -1.778  0.28
H -3.703 -1.803 -0.628  0.28
H 2.036 1.589 3.327  0.28
H -2.202 -3.604 0.264  0.29
H 1.569 0.020 4.029  0.27
H -0.114 1.450 5.882  0.27
H -4.182 0.711 -0.287  0.29
H 2.380 -2.073 2.878  0.28
H -2.928 -0.385 8.528  0.32
H -1.233 2.854 3.240  0.28
H 0.863 -3.728 1.895  0.29
H 2.644 -2.212 1.150  0.29
H -2.138 -2.154 1.278  0.24
H -3.360 2.619 1.166  0.28
H -3.243 1.927 -1.149  0.28
H -3.111 -1.305 4.345  0.27